C90H190N10O10 | ωB97M-V/def2-TZVPD

Each line ends with the Mulliken charge.
Positions of all 300 atoms, in Å:
C: -2.652 8.185 0.410  -1.465
C: -3.916 7.334 0.444  1.597
C: -4.166 7.165 1.971  -1.761
C: -5.102 7.916 -0.337  -1.219
C: -5.037 7.682 -1.804  -0.675
C: -4.752 6.251 -2.178  -1.310
C: -3.481 5.683 -1.485  1.939
C: -3.554 4.169 -1.606  -1.550
C: -2.140 6.248 -2.064  -0.819
N: -3.722 5.957 -0.059  -0.341
O: -2.568 5.393 0.706  0.209
H: -1.916 7.598 0.947  0.015
H: -2.360 8.361 -0.626  0.359
H: -2.875 9.087 0.977  0.580
H: -4.913 6.369 2.052  0.452
H: -3.283 6.891 2.517  0.157
H: -4.586 8.117 2.365  0.435
H: -6.016 7.409 -0.003  0.364
H: -5.211 8.980 -0.125  0.355
H: -6.003 7.990 -2.179  0.476
H: -4.360 8.411 -2.309  0.328
H: -4.687 6.262 -3.260  0.366
H: -5.566 5.585 -1.931  0.484
H: -2.664 3.719 -1.176  -0.667
H: -3.665 3.985 -2.666  0.516
H: -4.348 3.817 -1.023  0.751
H: -1.809 5.540 -2.836  0.004
H: -1.396 6.443 -1.295  -0.188
H: -2.357 7.234 -2.576  0.287
H: -2.895 4.739 1.331  0.214
C: -1.281 -7.755 1.494  -1.111
C: -1.560 -7.403 2.948  2.479
C: -0.420 -7.701 3.929  -2.380
C: -1.903 -5.931 3.017  -1.464
C: -3.198 -5.476 2.368  1.291
C: -4.257 -6.260 3.100  -2.068
C: -4.155 -7.762 3.028  2.082
C: -5.243 -8.437 3.854  -2.012
C: -4.419 -8.316 1.537  -1.641
N: -2.756 -8.102 3.535  -0.057
O: -2.614 -9.515 3.496  -0.526
H: -1.820 -7.092 0.806  0.150
H: -0.207 -7.661 1.177  0.289
H: -1.507 -8.802 1.208  0.236
H: -0.624 -7.331 4.916  0.439
H: -0.347 -8.752 4.071  0.439
H: 0.442 -7.254 3.534  0.459
H: -2.030 -5.776 4.100  0.620
H: -1.020 -5.396 2.594  -0.154
H: -3.329 -4.413 2.587  0.093
H: -3.168 -5.700 1.322  -0.521
H: -5.306 -6.073 2.825  0.425
H: -4.121 -5.974 4.169  0.318
H: -5.387 -9.541 3.602  0.282
H: -6.193 -7.938 3.720  0.424
H: -4.997 -8.416 4.914  0.495
H: -5.408 -7.887 1.194  0.266
H: -4.381 -9.422 1.423  0.395
H: -3.634 -8.031 0.883  0.421
H: -2.310 -9.691 2.567  0.442
C: -1.498 -1.885 6.304  -1.702
C: -0.896 -1.050 5.114  1.707
C: -1.976 -0.361 4.302  -1.080
C: 0.108 0.068 5.539  -0.741
C: 1.411 -0.402 6.128  -1.325
C: 2.104 -1.439 5.158  -0.740
C: 1.163 -2.570 4.670  2.070
C: 1.854 -3.134 3.464  -1.457
C: 1.000 -3.721 5.667  -1.612
N: -0.144 -1.972 4.137  0.210
O: -1.053 -3.063 3.714  0.175
H: -1.851 -1.305 7.134  0.399
H: -2.398 -2.362 5.934  0.315
H: -0.956 -2.681 6.778  0.246
H: -2.877 -0.957 4.183  0.401
H: -2.373 0.605 4.712  0.430
H: -1.578 -0.109 3.304  -0.272
H: 0.384 0.614 4.635  -0.625
H: -0.453 0.785 6.152  0.904
H: 2.059 0.453 6.319  0.557
H: 1.251 -0.830 7.144  0.453
H: 2.902 -1.878 5.725  0.713
H: 2.488 -0.945 4.255  -0.981
H: 1.101 -3.777 2.972  -0.373
H: 2.639 -3.830 3.749  0.704
H: 2.187 -2.367 2.733  0.028
H: 1.888 -4.367 5.779  0.439
H: 0.217 -4.379 5.197  0.373
H: 0.672 -3.500 6.652  0.333
H: -1.352 -2.787 2.868  -0.079
C: -0.137 4.058 2.516  -0.753
C: 1.120 4.387 3.371  1.137
C: 1.047 3.609 4.677  -1.130
C: 2.357 3.927 2.581  -0.638
C: 2.606 4.762 1.378  1.474
C: 2.842 6.160 1.884  -1.762
C: 1.693 6.766 2.655  2.594
C: 1.959 8.078 3.400  -2.284
C: 0.568 7.065 1.656  -1.447
N: 1.343 5.774 3.696  0.249
O: 0.299 6.228 4.536  -0.546
H: -1.025 4.584 2.918  0.605
H: -0.048 4.386 1.489  -0.245
H: -0.353 3.016 2.495  0.266
H: 1.931 3.814 5.309  0.358
H: 0.111 3.817 5.198  0.421
H: 0.978 2.551 4.380  -0.197
H: 3.190 4.060 3.272  0.602
H: 2.230 2.866 2.296  0.055
H: 3.519 4.342 0.899  -0.410
H: 1.796 4.639 0.646  -0.798
H: 3.030 6.846 1.077  0.626
H: 3.785 6.173 2.462  0.272
H: 2.675 7.906 4.195  0.516
H: 1.055 8.553 3.765  0.321
H: 2.395 8.792 2.736  0.442
H: 0.361 6.352 0.860  -0.321
H: 0.715 8.046 1.193  0.689
H: -0.421 7.153 2.213  0.013
H: -0.532 6.127 4.071  0.426
C: -7.602 -4.491 -3.928  -1.613
C: -7.433 -5.191 -2.578  1.241
C: -8.914 -5.433 -2.118  -1.760
C: -6.627 -6.476 -2.558  -1.374
C: -5.094 -6.339 -2.536  -0.841
C: -4.600 -5.368 -1.487  0.015
C: -5.280 -4.044 -1.511  2.238
C: -5.072 -3.421 -0.112  -1.762
C: -4.677 -3.092 -2.534  -1.473
N: -6.808 -4.324 -1.532  0.118
O: -7.541 -3.066 -1.596  -0.499
H: -8.170 -3.577 -3.673  0.403
H: -6.733 -4.240 -4.503  0.267
H: -8.251 -5.128 -4.506  0.499
H: -9.432 -4.429 -2.196  0.409
H: -9.537 -6.176 -2.741  0.316
H: -9.065 -5.610 -1.075  0.430
H: -6.915 -6.880 -1.587  0.306
H: -6.938 -7.069 -3.392  0.496
H: -4.689 -7.342 -2.403  0.508
H: -4.751 -6.077 -3.542  0.360
H: -3.502 -5.308 -1.644  -0.574
H: -4.646 -5.748 -0.456  -0.114
H: -5.376 -2.379 -0.145  0.392
H: -4.026 -3.504 0.252  -0.214
H: -5.756 -3.901 0.535  0.841
H: -3.742 -2.683 -2.127  -0.027
H: -5.372 -2.271 -2.516  0.634
H: -4.603 -3.629 -3.462  0.315
H: -7.976 -3.032 -0.727  0.355
C: 5.161 -0.339 3.318  -1.570
C: 5.738 0.911 3.864  2.231
C: 4.669 1.606 4.667  -1.296
C: 6.921 0.601 4.742  -1.496
C: 7.766 1.828 5.169  -0.591
C: 8.276 2.510 3.858  -1.418
C: 7.176 2.825 2.849  1.948
C: 6.502 4.181 3.204  -1.632
C: 7.799 3.125 1.513  -1.548
N: 6.268 1.699 2.679  -0.404
O: 5.156 2.103 1.830  0.396
H: 5.888 -0.978 2.825  0.473
H: 4.774 -0.955 4.173  0.356
H: 4.395 -0.180 2.621  -0.071
H: 5.002 2.469 5.248  0.274
H: 3.832 1.978 4.059  0.046
H: 4.192 0.821 5.361  0.275
H: 6.567 -0.067 5.541  0.389
H: 7.555 -0.054 4.106  0.450
H: 7.264 2.555 5.833  0.370
H: 8.643 1.446 5.749  0.408
H: 9.108 1.973 3.373  0.388
H: 8.717 3.488 4.138  0.369
H: 7.361 4.886 3.284  0.648
H: 6.007 4.289 4.224  0.194
H: 5.796 4.532 2.443  0.179
H: 8.311 2.279 1.103  0.522
H: 8.526 3.937 1.618  0.422
H: 7.010 3.362 0.789  -0.097
H: 4.679 2.789 2.346  -0.366
C: 1.184 5.283 -2.572  -1.222
C: 2.662 5.030 -2.952  1.093
C: 2.860 5.487 -4.425  -1.783
C: 3.653 5.827 -2.114  0.050
C: 5.070 5.436 -2.347  -1.047
C: 5.356 3.947 -2.084  -0.450
C: 4.324 2.989 -2.850  1.539
C: 4.949 2.720 -4.249  -1.558
C: 4.239 1.746 -2.021  -1.353
N: 2.922 3.558 -2.758  0.371
O: 1.996 2.843 -3.556  3.325
H: 1.051 6.372 -2.505  0.708
H: 0.472 4.844 -3.317  -0.257
H: 0.902 4.818 -1.632  -0.395
H: 2.093 5.002 -5.020  0.181
H: 2.670 6.561 -4.500  0.438
H: 3.853 5.254 -4.801  0.391
H: 3.556 6.915 -2.241  0.697
H: 3.498 5.728 -1.019  -0.844
H: 5.331 5.653 -3.380  0.435
H: 5.801 6.003 -1.758  0.479
H: 5.356 3.684 -1.003  -0.682
H: 6.380 3.686 -2.446  0.504
H: 4.127 2.214 -4.798  0.020
H: 5.872 2.120 -4.208  0.417
H: 5.200 3.664 -4.700  0.475
H: 3.596 1.060 -2.570  -0.048
H: 3.885 1.991 -1.037  -0.125
H: 5.194 1.294 -1.854  0.722
H: 1.696 2.154 -2.975  -1.346
C: 4.395 -5.175 -1.787  -1.846
C: 3.313 -5.492 -2.810  1.621
C: 3.904 -5.421 -4.201  -1.793
C: 2.791 -6.947 -2.611  -1.140
C: 1.465 -7.297 -3.181  -0.994
C: 0.404 -6.349 -2.746  -1.234
C: 0.800 -4.918 -3.110  2.702
C: 0.649 -4.709 -4.615  -1.833
C: -0.118 -3.936 -2.341  -0.693
N: 2.187 -4.615 -2.542  -0.023
O: 2.517 -3.223 -2.912  0.169
H: 3.998 -5.367 -0.766  0.378
H: 5.257 -5.889 -1.949  0.348
H: 4.758 -4.122 -1.809  0.319
H: 3.203 -5.709 -4.986  0.330
H: 4.349 -4.450 -4.414  0.303
H: 4.745 -6.114 -4.278  0.500
H: 3.586 -7.583 -2.959  0.465
H: 2.715 -7.029 -1.496  0.332
H: 1.478 -7.333 -4.281  0.378
H: 1.116 -8.269 -2.911  0.528
H: 0.429 -6.380 -1.647  0.283
H: -0.635 -6.605 -2.965  0.490
H: 0.996 -5.511 -5.218  0.508
H: 1.148 -3.815 -4.950  0.111
H: -0.429 -4.640 -4.822  0.463
H: 0.236 -3.644 -1.385  0.577
H: -1.121 -4.360 -2.274  -0.545
H: -0.309 -3.002 -2.876  -0.575
H: 2.715 -2.793 -2.082  0.054
C: -1.412 1.970 -7.185  -1.925
C: -1.022 1.841 -5.703  1.496
C: -1.048 3.174 -4.969  -1.610
C: -2.089 1.032 -5.025  -0.343
C: -1.896 -0.444 -5.296  -1.283
C: -0.554 -0.930 -4.868  0.412
C: 0.570 -0.177 -5.535  1.433
C: 1.840 -0.441 -4.702  -1.110
C: 0.621 -0.664 -6.946  -2.012
N: 0.340 1.245 -5.397  1.577
O: 1.434 2.028 -6.005  -0.833
H: -2.002 1.110 -7.493  0.321
H: -1.932 2.898 -7.349  0.466
H: -0.487 1.980 -7.786  0.334
H: -0.707 3.055 -3.953  -0.623
H: -0.431 3.874 -5.558  0.528
H: -2.053 3.577 -4.886  0.796
H: -2.017 1.259 -3.945  -0.671
H: -3.058 1.440 -5.365  0.518
H: -2.630 -0.971 -4.681  0.331
H: -2.158 -0.678 -6.365  0.325
H: -0.536 -1.995 -5.017  0.428
H: -0.455 -0.764 -3.810  -1.070
H: 2.209 -1.471 -4.741  0.583
H: 1.571 -0.233 -3.647  -0.138
H: 2.582 0.241 -5.072  0.234
H: -0.211 -0.216 -7.535  0.347
H: 0.461 -1.734 -7.022  0.289
H: 1.575 -0.452 -7.408  0.430
H: 1.703 2.613 -5.296  -0.198
C: -2.884 -0.299 0.960  -2.246
C: -1.691 -0.004 0.074  2.333
C: -1.640 -1.016 -1.061  -0.288
C: -1.831 1.397 -0.621  -1.965
C: -0.505 1.890 -1.156  1.203
C: 0.658 1.830 -0.134  1.081
C: 0.814 0.436 0.477  2.127
C: 1.510 -0.426 -0.534  -1.294
C: 1.669 0.514 1.721  -0.070
N: -0.504 -0.022 0.994  1.128
O: -0.373 -1.361 1.475  0.874
H: -2.841 -1.310 1.320  -0.135
H: -2.884 0.389 1.764  0.470
H: -3.733 -0.178 0.304  0.532
H: -0.718 -1.202 -1.555  -0.773
H: -2.042 -1.954 -0.707  -0.029
H: -2.464 -0.713 -1.799  0.416
H: -2.553 1.271 -1.460  0.306
H: -2.273 2.122 0.071  0.397
H: -0.215 1.264 -2.040  -1.054
H: -0.603 2.886 -1.570  0.071
H: 0.539 2.558 0.693  -0.641
H: 1.554 2.237 -0.582  -0.377
H: 1.267 -1.487 -0.292  -0.134
H: 2.528 -0.123 -0.460  1.009
H: 1.320 -0.193 -1.588  -0.861
H: 1.928 -0.530 2.126  -0.858
H: 1.241 1.129 2.496  -0.491
H: 2.570 0.957 1.339  0.069
H: -0.232 -1.218 2.451  -0.506

Atoms 1-6, force components in eV/Å:
-0.5 -0.3 -0.6
0.7 -0.4 0.9
-1.9 0.6 -1.0
0.0 -0.3 1.3
0.2 1.1 -0.8
0.8 0.3 -0.1

The molecular weight comes out at 1572.6 g/mol. For the HOMO-LUMO gap, the calculation gives 8.649 eV. The strongest force on any atom is 2.77 eV/Å. Its LUMO energy is 0.46 eV.